Model w:
ORCA calculation (ωB97M-V/def2-TZVPD) on 2 unconnected molecules or ions with the total composition H3N3O2S.

Output
**SMILES**: [H]/N=N\[N+](=O)[O-].S
**Spin multiplicity**: 1
**Gap between HOMO and LUMO**: 8.390 eV

The geometry in XYZ format:
```
9
H3N3O2S | the Open Molecules 2025 dataset | ωB97M-V/def2-TZVPD
H 0.52 2.12 -0.68
N 0.42 1.25 -0.04
N -0.58 0.63 0.10
N -1.75 0.94 -0.68
O -1.94 2.06 -1.05
O -2.53 0.06 -0.74
S 2.36 -2.38 1.51
H 1.23 -1.73 1.38
H 2.28 -2.96 0.20
```

Atom charges from the Mulliken analysis, given in e for atoms 1 to 5: 0.279 -0.281 0.027 1.060 -0.557

Model x:
ORCA calculation (ωB97M-V/def2-TZVPD) on a single H3N3O2S molecule.

Output
**Spin multiplicity**: 1
**Gap between HOMO and LUMO**: 9.122 eV

The geometry in XYZ format:
```
9
H3N3O2S | the Open Molecules 2025 dataset | ωB97M-V/def2-TZVPD
N 1.89 0.96 -0.02
N -1.30 0.55 -0.21
N -1.54 -0.62 -0.01
O -2.64 -1.21 0.03
O -0.52 -1.56 -0.15
S 0.07 1.47 0.00
H 2.27 1.37 0.80
H 2.42 1.39 -0.79
H -0.65 -2.35 0.36
```

Atom charges from the Mulliken analysis, given in e for atoms 1 to 5: -0.559 -0.524 1.077 -0.642 -0.399

Relative energy table, unit kJ/mol: model w 0.0; model x 19.7

Model w:
ORCA calculation (ωB97M-V/def2-TZVPD) on 2 unconnected molecules or ions with the total composition CH2NOS3.

Output
**Net charge**: -1
**Spin multiplicity**: 1
**Gap between HOMO and LUMO (spin up / spin down)**: 5.573 / 5.574 eV

The geometry in XYZ format:
```
8
CH2NOS3 | the Open Molecules 2025 dataset | ωB97M-V/def2-TZVPD
C 1.68 -0.70 -0.38
N -1.01 0.92 -0.48
O 1.99 0.41 -0.07
S 2.02 -1.96 -1.18
S -1.87 -0.51 2.04
S -1.12 -0.76 0.20
H 0.00 1.18 -0.12
H -1.68 1.43 -0.01
```

Atom charges from the Mulliken analysis, given in e for atoms 1 to 5: 0.602 -0.639 -0.471 -0.372 -0.634

Model x:
ORCA calculation (ωB97M-V/def2-TZVPD) on a molecular structure, CH2NOS3.

Output
**Net charge**: -1
**Spin multiplicity**: 1
**Gap between HOMO and LUMO (spin up / spin down)**: 6.616 / 6.843 eV

The geometry in XYZ format:
```
8
CH2NOS3 | the Open Molecules 2025 dataset | ωB97M-V/def2-TZVPD
C -2.57 0.74 -0.13
N 0.05 -1.46 1.53
O -2.61 1.92 0.07
S -3.74 -0.41 0.03
S -1.09 -0.04 -0.71
S 1.43 -2.26 1.11
H -0.50 -1.99 2.25
H -0.54 -1.17 0.73
```

Atom charges from the Mulliken analysis, given in e for atoms 1 to 5: 0.473 -0.294 -0.589 -0.369 -0.419

Relative energy table, unit kJ/mol: model w 0.0; model x 79.3

Model w:
ORCA calculation (ωB97M-V/def2-TZVPD) on a molecular structure, H24NO15.

Output
**Net charge**: -1
**Spin multiplicity**: 1
**Gap between HOMO and LUMO**: 6.961 eV

The geometry in XYZ format:
```
40
H24NO15 | the Open Molecules 2025 dataset | ωB97M-V/def2-TZVPD
N 15.47 -6.77 20.83
O 14.47 -6.61 20.15
O 15.79 -6.02 21.74
O 16.12 -7.77 20.64
O 13.66 -7.90 22.17
H 13.72 -7.89 21.21
H 12.80 -7.52 22.36
O 17.33 -5.97 23.06
H 16.52 -6.07 22.56
H 17.98 -6.47 22.57
O 16.09 -4.00 22.12
H 16.97 -3.97 22.50
H 16.13 -4.73 21.50
O 15.01 -4.38 20.05
H 14.94 -5.25 20.45
H 14.42 -4.42 19.30
O 13.68 -5.01 22.95
H 14.42 -5.42 22.52
H 12.96 -5.09 22.32
O 13.82 -4.98 18.48
H 13.58 -5.66 19.11
H 12.99 -4.72 18.08
O 14.99 -8.26 18.68
H 14.86 -7.57 18.03
H 15.38 -7.82 19.43
O 13.31 -9.04 20.30
H 14.00 -8.52 19.90
H 13.02 -9.63 19.61
O 18.53 -7.69 19.81
H 18.43 -7.45 18.89
H 17.64 -7.90 20.10
O 16.95 -9.38 21.61
H 16.49 -10.10 21.17
H 16.75 -8.61 21.07
O 12.60 -6.26 19.73
H 13.48 -6.51 20.00
H 12.29 -7.00 19.21
O 15.36 -8.22 23.26
H 16.20 -8.13 22.80
H 14.70 -7.97 22.62
```

Atom charges from the Mulliken analysis, given in e for atoms 1 to 5: 0.150 -1.285 -0.243 -0.778 -0.479

Model x:
ORCA calculation (ωB97M-V/def2-TZVPD) on 13 unconnected molecules or ions with the total composition H24NO15.

Output
**Net charge**: -1
**Spin multiplicity**: 1
**Gap between HOMO and LUMO**: 9.332 eV

The geometry in XYZ format:
```
40
H24NO15 | the Open Molecules 2025 dataset | ωB97M-V/def2-TZVPD
N -0.07 0.11 0.15
O 0.59 -0.08 -0.85
O -0.17 -0.87 0.95
O -1.04 0.91 0.05
O 1.95 0.67 -2.61
H 1.92 1.61 -2.40
H 1.53 0.20 -1.83
O 2.07 -1.46 3.05
H 1.83 -0.61 2.91
H 2.37 -1.93 2.27
O 0.49 -3.03 -1.15
H 0.54 -2.15 -0.76
H 1.34 -3.33 -1.58
O -2.80 -0.15 2.19
H -1.92 -0.08 2.55
H -2.58 0.33 1.41
O 2.78 -1.62 0.74
H 1.86 -1.39 0.60
H 2.96 -2.25 0.10
O -0.68 3.48 1.42
H -1.19 2.68 1.04
H -1.01 4.23 0.77
O -0.37 0.23 -4.08
H 0.62 0.19 -3.68
H -0.92 -0.03 -3.38
O -2.07 -0.54 -2.12
H -1.64 -0.35 -1.37
H -2.19 -1.47 -2.03
O -3.60 1.77 -2.20
H -3.17 0.91 -2.04
H -2.94 2.38 -2.40
O -1.04 -3.37 1.06
H -0.70 -2.49 0.95
H -0.77 -3.88 0.37
O 0.94 1.12 3.17
H 1.24 1.52 2.36
H 1.60 1.57 3.77
O 1.68 2.28 1.14
H 0.70 2.60 1.29
H 1.84 2.27 0.17
```

Atom charges from the Mulliken analysis, given in e for atoms 1 to 5: 0.820 -0.384 -0.745 -0.713 -0.788

Relative energy table, unit kJ/mol: model w 1666.6; model x 0.0

Model w:
ORCA calculation (ωB97M-V/def2-TZVPD) on a gas-phase ion, C6H11N4 (charge +1).

Output
**Net charge**: +1
**SMILES**: [H]/N=[NH+]\n1nc(C)cc1CC
**Spin multiplicity**: 1
**Gap between HOMO and LUMO**: 8.503 eV

The geometry in XYZ format:
```
21
C6H11N4 | the Open Molecules 2025 dataset | ωB97M-V/def2-TZVPD
H 0.45 -1.88 2.59
N -0.56 -1.59 2.78
N -0.88 -0.90 1.84
N -0.06 -0.57 0.87
N 1.24 -0.94 1.02
C 1.92 -0.55 -0.02
C 3.40 -0.59 -0.01
C 0.95 -0.12 -1.00
C -0.28 -0.09 -0.41
C -1.62 0.09 -0.90
C -2.25 1.24 -0.06
H -1.83 -0.38 1.86
H 3.85 -0.08 -0.90
H 3.78 -0.24 1.04
H 3.95 -1.46 -0.08
H 1.19 0.27 -2.01
H -1.52 0.30 -1.98
H -2.24 -0.90 -0.71
H -2.64 1.02 1.03
H -3.16 1.60 -0.40
H -1.41 1.92 0.00
```

Atom charges from the Mulliken analysis, given in e for atoms 1 to 5: 0.440 -0.655 0.411 1.014 -1.142

Model x:
ORCA calculation (ωB97M-V/def2-TZVPD) on a molecular structure, C6H11N4.

Output
**Net charge**: +1
**Spin multiplicity**: 1
**Gap between HOMO and LUMO**: 9.962 eV

The geometry in XYZ format:
```
21
C6H11N4 | the Open Molecules 2025 dataset | ωB97M-V/def2-TZVPD
C -2.72 1.21 -0.13
C -0.70 0.47 -0.21
C -1.54 -0.57 0.14
C 1.83 0.60 1.09
C 2.17 1.09 -0.23
C 1.23 0.06 -0.19
N -2.80 -0.08 0.24
N -1.47 1.58 -0.36
N -1.10 -1.94 0.46
N 1.17 -1.26 -0.81
H -3.56 1.89 -0.08
H 2.63 -0.04 1.50
H 1.00 1.02 1.67
H 2.09 2.19 -0.60
H 3.05 0.69 -0.62
H -1.19 2.55 -0.58
H -1.07 -2.08 1.42
H -1.86 -2.57 -0.03
H -0.04 -1.79 -0.17
H 2.02 -1.82 -0.76
H 0.87 -1.21 -1.76
```

Atom charges from the Mulliken analysis, given in e for atoms 1 to 5: -0.307 -0.730 0.512 -0.653 -0.655

Relative energy table, unit kJ/mol: model w 119.1; model x 0.0